{
  "formula": "C64H176N16O16",
  "method": "ωB97M-V with the def2-TZVPD basis set",
  "lumo_energy_ev": 0.525,
  "homo_ha": -0.30716,
  "gap_ev": 8.883,
  "symbols": ["C", "C", "C", "O", "C", "N", "H", "H", "H", "H", "H", "H", "H", "H", "H", "H", "H", "C", "C", "C", "O", "C", "N", "H", "H", "H", "H", "H", "H", "H", "H", "H", "H", "H", "C", "C", "C", "O", "C", "N", "H", "H", "H", "H", "H", "H", "H", "H", "H", "H", "H", "C", "C", "C", "O", "C", "N", "H", "H", "H", "H", "H", "H", "H", "H", "H", "H", "H", "C", "C", "C", "O", "C", "N", "H", "H", "H", "H", "H", "H", "H", "H", "H", "H", "H", "C", "C", "C", "O", "C", "N", "H", "H", "H", "H", "H", "H", "H", "H", "H", "H", "H", "C", "C", "C", "O", "C", "N", "H", "H", "H", "H", "H", "H", "H", "H", "H", "H", "H", "C", "C", "C", "O", "C", "N", "H", "H", "H", "H", "H", "H", "H", "H", "H", "H", "H", "C", "C", "C", "O", "C", "N", "H", "H", "H", "H", "H", "H", "H", "H", "H", "H", "H", "C", "C", "C", "O", "C", "N", "H", "H", "H", "H", "H", "H", "H", "H", "H", "H", "H", "C", "C", "C", "O", "C", "N", "H", "H", "H", "H", "H", "H", "H", "H", "H", "H", "H", "C", "C", "C", "O", "C", "N", "H", "H", "H", "H", "H", "H", "H", "H", "H", "H", "H", "C", "C", "C", "O", "C", "N", "H", "H", "H", "H", "H", "H", "H", "H", "H", "H", "H", "C", "C", "C", "O", "C", "N", "H", "H", "H", "H", "H", "H", "H", "H", "H", "H", "H", "C", "C", "C", "O", "C", "N", "H", "H", "H", "H", "H", "H", "H", "H", "H", "H", "H", "C", "C", "C", "O", "C", "N", "H", "H", "H", "H", "H", "H", "H", "H", "H", "H", "H"],
  "coordinates": [[8.2478, 0.2858, -0.9808], [7.5972, -0.7317, -1.8446], [7.9264, -2.1469, -1.2503], [7.2862, -2.2282, 0.0173], [7.7099, -3.3283, 0.8040], [6.1077, -0.5364, -1.8011], [9.3222, 0.3252, -1.0814], [7.9643, 0.0734, 0.0418], [7.8707, 1.2881, -1.1292], [7.9534, -0.5996, -2.8668], [9.0188, -2.2833, -1.1014], [7.5834, -2.9199, -1.9845], [8.7425, -3.1467, 1.1146], [7.5736, -4.2099, 0.1739], [7.1508, -3.4232, 1.7584], [5.6017, -1.0544, -2.5226], [5.8086, -0.7685, -0.8251], [-3.0533, -2.3657, 6.3232], [-1.7707, -1.7847, 6.9137], [-1.1195, -0.8290, 6.0443], [-1.1944, -1.2211, 4.7285], [-0.8015, -0.1379, 3.7945], [-1.9511, -1.1423, 8.2436], [-2.6872, -2.9651, 5.5090], [-3.8355, -1.6008, 6.0257], [-3.4964, -3.0646, 7.0217], [-1.0633, -2.6394, 7.0707], [-0.0593, -0.6183, 6.3006], [-1.6816, 0.1106, 6.2025], [-1.6042, 0.6462, 3.7543], [-0.7488, -0.5777, 2.7947], [0.2069, 0.1863, 4.1127], [-2.0515, -1.8578, 8.9797], [-1.1912, -0.6329, 8.5552], [-1.3256, -0.2229, -5.0652], [-1.5646, -0.7597, -6.4229], [-2.9492, -0.4004, -6.9604], [-4.0148, -0.9900, -6.2524], [-4.3308, -2.3112, -6.6717], [-0.6250, -0.2460, -7.3901], [-2.2823, -0.2100, -4.5546], [-0.8640, 0.7203, -5.0885], [-0.6630, -0.8231, -4.4383], [-1.4019, -1.8404, -6.3360], [-3.0071, -0.7132, -7.9930], [-3.1605, 0.6740, -6.9805], [-4.4564, -2.3074, -7.7626], [-5.2753, -2.5774, -6.1898], [-3.6667, -3.0611, -6.2720], [0.3376, -0.5033, -7.1898], [-0.8016, -0.5630, -8.3053], [1.6551, 6.4641, -3.7829], [1.9818, 5.1261, -4.3723], [0.8977, 4.1113, -3.9194], [1.1408, 3.9466, -2.5036], [0.0188, 3.5407, -1.8263], [2.1183, 5.2001, -5.8251], [1.1577, 6.3804, -2.8043], [1.0297, 6.9715, -4.5457], [2.5364, 7.1275, -3.6448], [2.9745, 4.7681, -4.0120], [1.1588, 3.1963, -4.4004], [-0.1450, 4.4525, -4.1471], [-0.8209, 4.2461, -1.7018], [0.3821, 3.3846, -0.8168], [-0.4066, 2.6141, -2.1977], [2.0704, 6.1552, -6.2170], [2.8939, 4.6646, -6.2287], [-1.1643, 4.6258, 6.8446], [0.3255, 4.3224, 6.7706], [0.4984, 2.9557, 6.1077], [1.9013, 2.5552, 5.9735], [2.4811, 1.8942, 7.0863], [1.1004, 5.4307, 6.2074], [-1.7024, 3.7332, 7.0667], [-1.5068, 4.9557, 5.8543], [-1.3955, 5.2994, 7.6744], [0.6381, 4.1181, 7.7759], [0.0800, 2.9835, 5.1233], [0.0095, 2.1235, 6.6872], [2.8119, 0.8760, 6.7010], [1.7561, 1.7713, 7.8726], [3.3075, 2.5175, 7.4857], [0.6302, 5.6960, 5.3231], [2.0360, 5.1491, 5.9749], [5.5973, 4.8544, 0.0160], [4.4817, 3.8315, -0.3221], [3.0676, 4.2269, 0.2335], [3.0862, 3.9476, 1.6315], [1.9402, 4.4823, 2.3010], [4.2888, 3.9264, -1.8001], [5.5595, 5.1444, 1.0565], [5.4152, 5.7152, -0.6013], [6.5428, 4.4174, -0.2609], [4.7344, 2.8166, 0.0492], [2.2627, 3.6991, -0.2955], [2.8838, 5.2886, 0.0957], [1.0454, 4.0927, 1.8674], [1.9523, 5.5491, 2.3556], [1.8967, 4.0333, 3.3275], [5.0365, 3.5338, -2.2977], [3.3773, 3.4853, -1.9896], [3.6264, -3.7665, -1.0815], [2.8018, -3.9336, -2.3672], [2.4360, -2.5717, -3.0038], [3.5319, -1.8648, -3.4558], [3.3043, -0.5286, -3.9485], [3.4793, -4.7979, -3.3786], [3.0385, -3.1523, -0.5082], [4.5515, -3.2818, -1.2423], [3.7591, -4.7104, -0.5596], [1.7868, -4.4035, -2.0892], [1.8730, -1.9082, -2.2854], [1.7213, -2.7946, -3.7823], [3.1827, 0.1228, -3.1140], [2.4606, -0.5281, -4.6133], [4.1893, -0.2600, -4.4423], [2.7755, -5.0538, -4.0776], [4.0954, -4.1425, -3.8861], [4.3543, -1.7876, 7.0705], [3.7005, -1.8419, 5.6534], [3.8802, -3.1097, 4.9079], [5.2281, -3.5392, 4.9067], [5.3612, -4.6593, 4.0386], [2.2365, -1.5539, 5.7820], [4.4747, -0.7528, 7.3734], [5.4202, -2.1497, 7.0574], [3.8188, -2.2152, 7.8812], [4.2233, -1.0986, 5.0338], [3.6536, -2.8496, 3.8169], [3.2966, -4.0129, 5.2429], [4.6029, -5.3504, 4.4242], [6.3650, -4.9674, 4.1983], [5.1187, -4.4346, 2.9316], [1.6998, -1.7854, 4.9442], [1.8427, -2.1070, 6.5420], [-3.3225, 3.0378, 3.2741], [-4.5162, 3.9925, 3.0174], [-3.9983, 5.2586, 2.4282], [-3.1490, 5.7844, 3.4219], [-2.5801, 7.0674, 3.0621], [-5.4192, 3.3632, 2.0405], [-2.7629, 3.5118, 4.1025], [-2.7369, 2.9218, 2.3310], [-3.5337, 2.0278, 3.6499], [-5.0216, 4.3116, 3.9635], [-4.8109, 6.0308, 2.2680], [-3.4574, 5.0855, 1.4918], [-1.9848, 7.3634, 3.9114], [-3.4359, 7.7268, 2.9894], [-1.9151, 6.8696, 2.1972], [-5.6994, 2.4122, 2.2508], [-6.2753, 3.8895, 1.9496], [-8.4280, -1.4083, -7.1306], [-7.9489, -1.1688, -8.5659], [-6.7595, -0.1830, -8.5356], [-7.1321, 1.1364, -8.1742], [-5.9923, 1.9200, -7.9812], [-7.3869, -2.4642, -8.9729], [-7.5962, -1.5944, -6.4379], [-9.0382, -2.2761, -6.9752], [-8.9166, -0.4943, -6.8040], [-8.7188, -0.7842, -9.2731], [-6.3581, -0.1617, -9.6359], [-6.0302, -0.5749, -7.8099], [-5.4620, 1.9500, -8.9044], [-5.3649, 1.4363, -7.1678], [-6.2601, 2.9505, -7.7521], [-8.0681, -3.1843, -8.7805], [-7.1515, -2.5409, -9.9511], [5.8432, 0.9558, 3.1306], [4.8739, 1.5164, 4.1279], [5.1144, 2.9712, 4.3780], [6.1155, 3.1473, 5.4025], [6.5161, 4.5379, 5.5687], [3.4964, 1.3721, 3.5407], [6.7775, 0.7609, 3.5889], [5.9088, 1.6741, 2.2924], [5.4188, 0.0928, 2.6995], [4.9735, 1.0487, 5.0930], [4.1941, 3.4773, 4.7468], [5.4308, 3.4488, 3.4401], [6.9077, 5.0120, 4.6690], [7.2640, 4.5513, 6.2988], [5.7339, 5.1777, 5.8756], [3.4850, 2.1357, 2.8019], [2.8189, 1.6575, 4.2786], [-3.9926, -3.2932, -2.9920], [-2.5471, -3.4972, -2.5017], [-1.7215, -4.0824, -3.6699], [-2.1160, -5.4236, -3.8260], [-1.9103, -5.9450, -5.0835], [-2.0669, -2.1828, -1.9158], [-4.4998, -4.0298, -3.5655], [-4.1474, -2.3899, -3.7056], [-4.6137, -3.1342, -2.0712], [-2.5797, -4.2260, -1.6400], [-0.6493, -3.8719, -3.5688], [-1.9927, -3.5173, -4.5689], [-2.4606, -5.2428, -5.7555], [-2.1753, -6.9715, -5.1104], [-0.8484, -5.9686, -5.4741], [-1.8650, -1.4731, -2.6063], [-1.2367, -2.4446, -1.3646], [-6.6296, 1.9443, -1.8961], [-5.4705, 1.7119, -2.8388], [-4.1596, 2.1326, -2.1155], [-3.0174, 2.0123, -2.9219], [-2.8901, 2.9204, -3.9545], [-5.4794, 0.3567, -3.3875], [-6.4782, 1.4162, -0.9673], [-7.5690, 1.7331, -2.4462], [-6.7168, 3.0060, -1.6614], [-5.6607, 2.4800, -3.6874], [-3.9788, 1.5595, -1.1663], [-4.2569, 3.1692, -1.7922], [-3.0503, 4.0029, -3.5720], [-3.5934, 2.8022, -4.8112], [-1.8506, 2.9336, -4.2501], [-5.4270, -0.4000, -2.7423], [-4.6789, 0.1784, -4.0562], [-4.4452, -0.9582, 2.8566], [-3.8946, -1.9026, 1.7843], [-4.7162, -3.1599, 1.4817], [-4.0229, -3.8871, 0.4711], [-4.7698, -4.9842, 0.0133], [-3.7817, -1.1664, 0.5199], [-5.4988, -0.7855, 2.7934], [-3.8441, 0.0003, 2.9418], [-4.2077, -1.4313, 3.7950], [-2.8927, -2.2043, 2.0638], [-5.7997, -2.9112, 1.2582], [-4.7144, -3.7887, 2.4453], [-5.3422, -5.5760, 0.8120], [-4.0437, -5.6535, -0.3964], [-5.4936, -4.7681, -0.7456], [-3.2930, -1.6796, -0.1858], [-3.3009, -0.2528, 0.7307], [-1.8419, -5.6285, 2.6434], [-0.5523, -5.0739, 2.0468], [-0.5058, -5.4063, 0.5970], [-0.0144, -6.6986, 0.4672], [0.1675, -7.0192, -0.8815], [-0.4082, -3.6240, 2.2605], [-1.9793, -6.6266, 2.4184], [-2.6396, -4.9876, 2.3160], [-1.6799, -5.4640, 3.6790], [0.3202, -5.6624, 2.4651], [0.2069, -4.7355, 0.1018], [-1.4344, -5.3603, 0.0245], [1.1055, -6.5619, -1.2216], [-0.6653, -6.6068, -1.4986], [0.1896, -8.0985, -1.0231], [0.5278, -3.3159, 1.9284], [-0.5498, -3.4192, 3.3182], [3.0245, 0.5373, 0.0755], [1.9455, -0.2281, 0.9484], [0.8886, -0.9992, 0.1053], [0.2430, -0.3058, -0.9596], [-0.7811, 0.6033, -0.5558], [2.4991, -1.1141, 1.9259], [3.6392, -0.1936, -0.4525], [3.6520, 1.0990, 0.7764], [2.5999, 1.1961, -0.6663], [1.4326, 0.4240, 1.5620], [0.1601, -1.3451, 0.8165], [1.3306, -1.8771, -0.4120], [-1.4930, 0.7997, -1.3741], [-0.3933, 1.5724, -0.2740], [-1.2554, 0.0858, 0.2479], [2.9848, -0.5958, 2.6584], [3.2053, -1.8538, 1.6115]],
  "mulliken_charge": [-1.47, 0.18, -0.80, -0.11, -0.78, -0.19, 0.42, 0.20, 0.33, 0.60, 0.54, 0.32, 0.35, 0.36, 0.00, 0.03, -0.05, -1.31, 0.65, -0.43, 0.45, 1.01, -0.77, 0.20, 0.15, 0.49, 0.09, -0.03, 0.19, -0.16, -1.08, 0.17, 0.28, 0.20, 0.23, 1.40, -1.76, 0.41, -0.75, -0.87, -0.74, 0.86, -0.60, 0.11, 0.56, 0.23, 0.43, 0.23, -0.10, 0.21, 0.23, -1.45, 1.02, -0.60, 0.11, 0.27, -0.65, 0.25, 0.49, 0.29, -0.04, 0.11, 0.19, 0.13, -0.40, 0.04, 0.20, 0.24, -1.23, 0.19, -0.63, -0.12, -0.96, -0.63, 0.45, 0.09, 0.32, 0.29, 0.16, 0.45, 0.04, 0.59, 0.23, 0.24, 0.34, -1.70, 1.24, 0.29, -0.08, -0.90, -0.38, 0.26, 0.46, 0.42, -0.41, -1.01, 0.69, 0.42, 0.45, -0.14, 0.25, 0.05, -1.03, 1.49, -0.19, -0.43, -0.76, -0.76, -0.19, 0.09, 0.52, -0.49, -0.19, 0.34, 0.12, 0.35, 0.45, 0.37, 0.42, -1.66, 1.20, -0.25, -0.39, -0.47, 0.26, 0.37, 0.36, 0.45, -1.03, -0.04, 0.44, 0.34, 0.29, -0.03, -0.20, 0.24, -0.49, 0.10, -0.73, -0.18, -0.82, -0.43, -0.01, 0.18, 0.15, 0.20, 0.42, 0.26, 0.21, 0.36, 0.29, 0.16, 0.25, -1.26, 0.33, 0.25, -0.42, -0.36, -0.54, 0.17, 0.46, 0.32, 0.29, 0.23, -0.40, 0.33, -0.08, 0.32, 0.21, 0.21, -2.21, 0.67, 0.18, -0.48, -0.83, 2.05, 0.59, 0.26, 0.41, 0.31, 0.23, -0.05, 0.30, 0.34, 0.30, -0.67, -0.92, -0.89, 2.75, 1.03, -0.45, -0.56, 1.66, 0.56, -0.47, -0.04, -1.83, -0.26, -0.75, 0.15, 0.30, 0.21, -0.85, -0.71, -1.72, 0.68, -0.79, 0.66, -0.73, -0.40, 0.31, 0.39, 0.42, 0.13, -0.11, 0.56, 0.24, 0.17, 0.00, 0.24, -0.18, -0.68, 2.08, -1.27, 0.28, -1.17, -0.18, 0.56, -0.30, -0.09, -0.72, 0.40, 0.29, 0.30, 0.32, 0.36, -0.15, -0.03, -1.89, 0.66, 1.06, -0.53, -0.37, 0.19, 0.44, 0.26, 0.55, 0.23, -0.47, -0.46, 0.16, 0.07, 0.34, -0.13, -0.13, 1.24, -0.48, 1.07, 1.20, 1.23, 1.50, -0.61, -1.11, -0.32, 0.39, -0.40, -1.32, -0.90, -0.35, -0.49, -0.92, 0.12]
}



{
  "formula": "C5H14N2",
  "method": "ωB97M-V with the def2-TZVPD basis set",
  "smiles": "CCN(C)CCN",
  "lumo_energy_ev": 1.168,
  "homo_ha": -0.32981,
  "gap_ev": 10.143,
  "symbols": ["C", "C", "N", "C", "C", "C", "N", "H", "H", "H", "H", "H", "H", "H", "H", "H", "H", "H", "H", "H", "H"],
  "coordinates": [[-0.8147, 2.1467, 0.5167], [-0.1470, 1.0677, 1.3554], [-0.2075, -0.2787, 0.7263], [0.5263, -1.1713, 1.6745], [0.6777, -0.1932, -0.4654], [0.2628, -1.1810, -1.5407], [-0.7897, -0.5719, -2.4394], [-0.1384, 2.7822, -0.0472], [-1.4881, 2.8216, 1.0401], [-1.3157, 1.6165, -0.3009], [0.9109, 1.3113, 1.5113], [-0.5418, 1.0058, 2.3762], [1.2978, -0.6000, 2.1991], [-0.2494, -1.5057, 2.3751], [0.8251, -2.1451, 1.2827], [1.7222, -0.5106, -0.2585], [0.7567, 0.8010, -0.9010], [-0.1256, -2.1470, -1.2006], [1.0747, -1.4100, -2.2297], [-1.6963, -1.0034, -2.2927], [-0.5400, -0.8352, -3.3812]],
  "mulliken_charge": [-1.22, -0.38, -0.23, -1.13, -0.58, -0.58, -0.60, 0.33, 0.32, 0.33, 0.35, 0.43, 0.37, 0.38, 0.35, 0.34, 0.42, 0.27, 0.38, 0.22, 0.23]
}



{
  "formula": "C7H10N2S",
  "method": "ωB97M-V with the def2-TZVPD basis set",
  "lumo_energy_ev": [0.720, -1.265],
  "homo_ha": [-0.30631, -0.33215],
  "gap_ev": [9.055, 7.774],
  "multiplicity": 3,
  "symbols": ["C", "C", "C", "C", "C", "C", "C", "N", "N", "S", "H", "H", "H", "H", "H", "H", "H", "H", "H", "H"],
  "coordinates": [[-0.0442, -1.0140, 3.1748], [-1.0140, -0.9620, 0.9477], [-0.2702, 0.0690, 1.3861], [-1.5675, -0.9405, -0.3718], [1.0860, -0.3792, -1.3427], [0.6932, 1.9337, -0.9666], [-0.0066, 0.6767, -1.4536], [0.3305, 0.0104, 2.5660], [-1.2167, 0.4719, -0.6695], [-0.9276, -2.1911, 2.2810], [0.1289, -1.1299, 4.2272], [-1.1367, -1.6608, -1.0288], [-2.6641, -1.0755, -0.3077], [1.3549, -0.3471, -0.3071], [1.0058, -1.4575, -1.6427], [1.9621, 0.0225, -1.8603], [1.7126, 2.0784, -1.3029], [0.9332, 2.0836, 0.1371], [0.0483, 2.8476, -1.0735], [-0.4078, 0.9638, -2.3929]],
  "lowdin_spin": [0.04, 0.08, 0.66, 0.04, 0.01, 0.03, 0.08, 0.13, 0.80, 0.07, 0.00, 0.00, 0.01, 0.00, 0.00, 0.00, 0.00, 0.01, 0.00, 0.03]
}